<one>
ORCA calculation (ωB97M-V with the def2-TZVPD basis set) on a structure of composition C28H42AsCa2F9NO23.

Computed properties:
- Expectation value of S²: 0.75
- Net charge: 0
- Multiplicity: 2
- Highest occupied orbital energy (spin up / spin down): -3.79 / -9.80 eV

Last column: Mulliken charge in e.
Positions of all 106 atoms, in Å:
Ca: 1.985 0.196 -3.693  1.008
Ca: 0.153 -3.600 -3.101  1.392
As: 0.680 -1.153 -0.035  1.857
F: 2.389 -1.639 0.093  -0.492
F: 0.266 -2.504 -1.140  -0.174
F: -1.024 -0.648 -0.080  -0.398
F: 1.091 0.318 1.014  -0.562
F: 1.062 -0.070 -1.480  -0.258
F: 0.188 -2.139 1.333  -0.483
C: -1.436 -0.955 -3.765  0.000
O: -2.044 -2.017 -3.054  0.048
O: -0.095 -1.243 -3.970  -0.872
C: -2.350 -0.546 -5.076  0.513
F: -1.846 0.578 -5.595  -0.268
F: -2.317 -1.351 -6.044  -0.279
F: -3.607 -0.293 -4.704  -0.271
C: -3.121 -1.908 -2.097  0.008
C: -4.131 -2.848 -2.672  -1.148
H: -5.107 -2.865 -2.187  0.396
H: -4.313 -2.679 -3.733  0.313
H: -3.672 -3.835 -2.636  0.021
H: -3.575 -0.925 -1.970  0.432
H: -2.646 -2.421 -1.260  0.052
H: -1.528 -0.108 -3.086  0.292
N: 3.283 -2.825 -2.313  0.800
O: 2.875 -1.713 -2.730  -0.288
O: 4.447 -3.036 -2.098  -0.594
O: 2.409 -3.660 -2.267  -0.799
C: -2.917 -1.128 4.242  -1.841
C: -2.774 -0.395 2.889  1.999
C: -3.624 -0.786 1.811  -0.029
O: -4.263 0.394 1.522  -0.299
C: -4.040 1.327 2.388  0.662
O: -4.464 2.505 2.346  -0.668
O: -3.126 0.909 3.269  -0.349
H: -2.561 -2.158 4.242  0.449
H: -3.861 -1.401 4.713  0.539
H: -2.475 -0.729 5.155  0.209
H: -1.736 -0.427 2.559  -0.988
H: -4.393 -1.486 2.139  0.272
H: -3.022 -1.232 1.019  -0.098
C: -2.720 -8.735 -3.267  -1.286
C: -2.755 -7.769 -2.133  0.573
C: -1.822 -8.060 -1.036  -0.587
O: -1.204 -6.824 -0.792  -0.292
C: -1.635 -5.906 -1.551  0.453
O: -1.183 -4.805 -1.599  -0.288
O: -2.370 -6.488 -2.513  -0.350
H: -3.743 -9.055 -3.466  0.346
H: -2.092 -9.586 -3.004  0.331
H: -2.393 -8.260 -4.193  0.327
H: -3.799 -7.804 -1.819  0.215
H: -1.120 -8.818 -1.384  0.341
H: -2.337 -8.477 -0.170  0.322
C: 5.513 0.574 0.391  -1.350
C: 5.045 2.015 0.535  0.268
C: 3.659 2.332 1.013  1.102
O: 3.761 2.771 2.367  -0.254
C: 5.167 2.862 2.671  0.488
O: 5.692 3.115 3.734  -0.596
O: 5.898 2.535 1.635  -0.384
H: 5.349 0.168 1.389  0.351
H: 6.597 0.615 0.284  0.368
H: 5.013 0.010 -0.396  0.341
H: 5.359 2.601 -0.329  0.324
H: 3.093 1.403 0.953  -0.460
H: 3.084 2.943 0.318  -0.252
C: -0.370 4.586 2.658  -1.716
C: -0.275 3.931 1.285  1.681
C: -1.645 3.620 0.807  -0.066
O: -1.633 4.556 -0.383  -0.424
C: -0.448 5.046 -0.612  0.494
O: -0.096 5.756 -1.554  -0.682
O: 0.387 4.700 0.392  -0.399
H: -0.923 3.889 3.287  0.375
H: -1.026 5.457 2.670  0.426
H: 0.537 4.861 3.197  0.360
H: 0.143 2.961 1.552  -0.502
H: -2.447 4.023 1.425  0.279
H: -1.796 2.677 0.280  0.102
C: 1.866 5.544 -4.891  -1.376
C: 3.106 5.211 -3.942  0.345
C: 2.906 5.639 -2.463  -0.342
O: 2.977 4.386 -1.649  -0.269
C: 2.924 3.329 -2.552  0.044
O: 2.518 2.176 -2.375  -0.129
O: 3.239 3.804 -3.785  -0.299
H: 0.897 5.152 -4.582  0.314
H: 2.105 5.240 -5.910  0.412
H: 1.820 6.626 -5.018  0.391
H: 3.959 5.595 -4.501  0.327
H: 1.959 6.130 -2.240  0.178
H: 3.613 6.410 -2.155  0.348
C: 0.264 0.419 3.992  -1.090
C: 0.099 0.912 5.482  0.492
C: 0.125 -0.345 6.441  -0.403
O: 1.150 -0.125 7.280  -0.336
C: 1.690 1.055 7.121  0.537
O: 2.506 1.584 7.903  -0.603
O: 1.261 1.490 5.909  -0.359
H: 0.078 -0.644 3.838  0.322
H: 1.275 0.505 3.595  0.646
H: -0.288 1.064 3.308  -0.267
H: -0.711 1.593 5.744  0.418
H: 0.280 -1.293 5.925  0.323
H: -0.850 -0.377 6.928  0.293

=====

<two>
ORCA calculation (ωB97M-V with the def2-TZVPD basis set) on a structure of composition C28H42AsCa2F9NO23.

Computed properties:
- Expectation value of S²: 0.75
- Net charge: 0
- Multiplicity: 2
- Highest occupied orbital energy (spin up / spin down): -5.37 / -10.40 eV

Last column: Mulliken charge in e.
Positions of all 106 atoms, in Å:
Ca: 2.202 -3.135 1.178  1.296
Ca: -1.474 -5.286 1.776  0.264
As: 5.351 -2.739 -0.421  2.148
F: 3.661 -2.097 -0.359  -0.425
F: 4.933 -3.364 1.168  -0.559
F: 6.914 -3.468 -0.303  -0.450
F: 5.760 -2.020 -2.077  -0.514
F: 5.999 -1.237 0.394  -0.494
F: 4.640 -4.166 -1.259  -0.477
C: -0.608 -2.156 -0.030  -0.741
O: 0.851 -1.853 -0.338  0.451
O: -0.419 -3.309 0.714  0.058
C: -1.270 -0.826 0.618  0.290
F: -2.229 -1.172 1.371  -0.328
F: -0.426 -0.109 1.328  -0.018
F: -1.750 -0.021 -0.370  -0.201
C: 1.063 -1.154 -1.586  0.423
C: 1.011 -1.979 -2.904  -1.604
H: 1.382 -1.310 -3.681  0.391
H: 1.439 -2.981 -2.867  0.332
H: -0.002 -2.199 -3.239  0.394
H: 2.065 -0.765 -1.402  -0.257
H: 0.496 -0.225 -1.652  0.125
H: -1.161 -2.342 -0.951  0.306
N: 1.722 -4.654 3.838  1.044
O: 1.663 -5.396 4.844  -0.613
O: 2.613 -3.848 3.507  -0.702
O: 0.909 -4.760 2.897  -0.525
C: 0.378 1.475 -7.379  -1.653
C: -0.037 1.064 -5.964  0.671
C: -1.213 1.711 -5.259  -0.275
O: -1.839 0.584 -4.649  -0.242
C: -1.523 -0.534 -5.296  0.636
O: -2.183 -1.581 -5.359  -0.588
O: -0.460 -0.274 -6.180  -0.370
H: 0.982 0.694 -7.841  0.341
H: 0.751 2.485 -7.550  0.403
H: -0.517 1.591 -7.990  0.388
H: 0.863 0.989 -5.354  0.106
H: -1.796 2.360 -5.912  0.287
H: -0.763 2.354 -4.504  0.308
C: -1.089 0.583 4.804  -1.381
C: -0.073 -0.570 4.952  0.772
C: -0.219 -1.518 6.181  -0.573
O: -0.957 -2.627 5.673  -0.292
C: -1.007 -2.607 4.421  0.255
O: -1.596 -3.480 3.796  -0.459
O: -0.446 -1.459 3.928  0.147
H: -2.138 0.302 4.711  0.290
H: -0.857 1.262 3.984  0.209
H: -1.032 1.136 5.742  0.480
H: 0.947 -0.193 4.885  0.157
H: -0.669 -1.120 7.091  0.339
H: 0.745 -1.954 6.444  0.345
C: 4.370 1.980 -2.231  -1.096
C: 5.633 1.270 -2.610  1.017
C: 5.551 0.604 -3.874  -0.229
O: 6.467 1.370 -4.665  -0.383
C: 7.075 2.276 -3.927  0.587
O: 7.740 3.180 -4.406  -0.585
O: 6.682 2.120 -2.661  -0.429
H: 3.642 1.172 -2.288  0.187
H: 4.036 2.832 -2.824  0.306
H: 4.484 2.524 -1.293  0.293
H: 5.822 0.484 -1.879  -0.003
H: 4.595 0.722 -4.384  0.121
H: 5.822 -0.447 -3.773  0.248
C: -2.349 2.606 -1.644  -1.018
C: -3.573 2.785 -0.784  0.399
C: -4.323 1.599 -0.236  -0.138
O: -4.699 1.995 1.070  -0.213
C: -3.960 3.026 1.481  0.588
O: -4.013 3.597 2.530  -0.578
O: -3.286 3.489 0.419  -0.454
H: -2.388 1.631 -2.132  0.139
H: -1.457 2.498 -1.027  0.056
H: -2.274 3.458 -2.319  0.489
H: -4.312 3.445 -1.239  0.460
H: -3.789 0.649 -0.210  -0.002
H: -5.164 1.476 -0.919  0.347
C: -5.304 -1.493 2.910  -1.438
C: -6.516 -0.823 3.411  0.631
C: -7.174 0.044 2.288  -0.272
O: -8.501 -0.513 2.335  -0.351
C: -8.515 -1.607 3.045  0.580
O: -9.394 -2.453 3.071  -0.576
O: -7.361 -1.810 3.732  -0.347
H: -4.859 -2.172 3.638  0.379
H: -4.571 -0.798 2.501  0.253
H: -5.557 -2.080 2.027  0.405
H: -6.269 -0.195 4.267  0.259
H: -6.760 -0.151 1.299  0.139
H: -7.110 1.122 2.435  0.327
C: 2.472 3.652 2.425  -1.558
C: 1.936 2.399 1.688  0.677
C: 2.821 2.054 0.560  -0.464
O: 2.963 0.655 0.706  0.005
C: 2.416 0.261 1.880  0.386
O: 2.364 -0.951 2.200  -0.594
O: 2.179 1.248 2.583  -0.370
H: 1.885 3.850 3.321  0.409
H: 2.280 4.519 1.792  0.398
H: 3.537 3.560 2.640  0.404
H: 0.928 2.494 1.284  0.087
H: 3.787 2.550 0.653  0.187
H: 2.406 2.195 -0.438  0.417

=====

Stability ranking, top and bottom: <two> is the most stable and <one> is the least stable.

=====

<one>
ORCA calculation (ωB97M-V with the def2-TZVPD basis set) on the ion C3H9N2O2 with charge +1.

Computed properties:
- SMILES: NOC[C@H]1[NH2+][C@@H]1O
- Net charge: +1
- Multiplicity: 1
- Highest occupied orbital energy: -14.42 eV

Last column: Mulliken charge in e.
Positions of all 16 atoms, in Å:
C: 1.061 0.458 0.906  -0.665
C: 0.216 0.736 -0.380  -0.053
C: -1.223 1.045 -0.459  0.123
N: 0.984 -1.831 0.640  -0.551
N: -0.757 -0.327 -0.639  -0.216
O: 0.626 -0.700 1.496  -0.326
O: -1.495 1.649 -1.668  -0.466
H: 2.027 0.339 0.654  0.358
H: 0.996 1.103 1.762  0.350
H: 0.693 1.048 -1.257  0.502
H: -1.823 1.153 0.452  0.403
H: 0.377 -2.634 0.774  0.210
H: 1.905 -2.205 0.845  0.254
H: -0.619 -0.833 -1.558  0.334
H: -0.630 -1.114 0.068  0.394
H: -2.339 2.114 -1.634  0.351

=====

<two>
ORCA calculation (ωB97M-V with the def2-TZVPD basis set) on a cluster of 2 separate species, C3H9N2O2 in total.

Computed properties:
- Net charge: +1
- Multiplicity: 1
- Highest occupied orbital energy: -15.10 eV

Last column: Mulliken charge in e.
Positions of all 16 atoms, in Å:
C: 2.175 -0.600 1.417  0.076
C: 0.944 -0.775 -0.764  0.117
C: -1.268 -0.076 -1.103  -0.893
N: 1.953 -1.003 0.053  -0.064
N: -0.043 -0.043 -0.382  -0.101
O: 3.259 -0.570 1.939  -0.386
O: -0.361 1.537 1.542  -0.604
H: 1.146 -0.575 1.941  0.239
H: 0.880 -1.318 -1.694  0.405
H: -1.911 -0.986 -0.924  0.294
H: -1.820 0.843 -0.819  0.263
H: -0.911 0.042 -2.221  0.352
H: 2.762 -1.363 -0.499  0.281
H: -0.162 0.436 0.538  0.444
H: -0.054 1.828 2.322  0.279
H: -0.964 2.215 1.093  0.296

=====

<three>
ORCA calculation (ωB97M-V with the def2-TZVPD basis set) on the ion C3H9N2O2 with charge +1.

Computed properties:
- SMILES: CO[C@@]1([NH3+])CON1
- Net charge: +1
- Multiplicity: 1
- Highest occupied orbital energy: -13.97 eV

Last column: Mulliken charge in e.
Positions of all 16 atoms, in Å:
C: 0.208 -0.390 -1.708  -0.458
C: -0.161 -0.314 -0.207  0.484
C: 0.266 0.702 1.931  -0.774
N: 0.379 -1.804 -0.131  -0.332
N: -1.676 -0.356 0.170  -0.239
O: 0.537 -1.770 -1.530  -0.224
O: 0.411 0.662 0.507  -0.381
H: -0.591 -0.178 -2.543  0.282
H: 1.039 0.293 -1.946  0.273
H: -0.221 -0.269 2.171  0.455
H: -0.356 1.671 2.078  0.286
H: 1.221 1.054 2.255  0.267
H: 1.311 -1.696 0.272  0.310
H: -1.991 -1.275 -0.227  0.378
H: -2.202 0.226 -0.401  0.311
H: -1.809 -0.175 1.200  0.361

=====

<four>
ORCA calculation (ωB97M-V with the def2-TZVPD basis set) on the ion C3H9N2O2 with charge +1.

Computed properties:
- SMILES: COC(=[NH2+])CON
- Net charge: +1
- Multiplicity: 1
- Highest occupied orbital energy: -13.65 eV

Last column: Mulliken charge in e.
Positions of all 16 atoms, in Å:
C: 0.436 0.494 0.472  -0.380
C: -0.450 -0.643 0.202  0.754
C: -2.378 0.640 -0.323  -0.713
N: 2.447 0.252 -0.796  -0.516
N: 0.151 -1.789 0.513  -0.255
O: 1.836 0.138 0.451  -0.310
O: -1.618 -0.629 -0.295  -0.345
H: 0.022 1.323 -0.187  0.412
H: 0.457 0.920 1.463  0.313
H: -2.082 0.998 -1.440  0.344
H: -1.988 1.343 0.435  0.368
H: -3.444 0.349 -0.132  0.265
H: 3.313 -0.307 -0.859  0.279
H: -0.361 -2.667 0.400  0.262
H: 2.577 1.270 -0.713  0.271
H: 1.082 -1.692 0.809  0.250

=====

Stability ranking, top and bottom: <two> is the most stable and <three> is the least stable.